The following is a quantum chemistry calculation of a cluster of 5 separate species, CH10O6 in total at a distorted geometry, from the OMol25 dataset.

Structure (XYZ):
```
17
CH10O6 (ωB97M-V/def2-TZVPD)
O 0.23 -1.86 2.83
C -0.65 -2.60 2.51
O -0.84 -2.75 1.19
H -1.15 -3.30 3.20
H -0.50 -1.92 0.83
O 1.49 1.94 -2.09
H 1.74 2.88 -1.84
H 0.66 1.64 -1.66
O -2.64 2.02 -2.66
H -3.55 2.10 -2.37
H -2.32 2.83 -2.84
O 1.39 0.92 2.32
H 1.67 -0.01 2.20
H 1.61 1.34 1.45
O 0.78 -1.41 -0.88
H 1.64 -1.07 -0.66
H 0.45 -0.76 -1.54
```

Properties
- HOMO-LUMO gap (eV) = 10.7
- SMILES string = O=CO.O.O.O.O
- E_HOMO (eV) = -10.626
- total charge = 0
- E (a.u.) = -495.51436
- relative energy (zero: lowest compared OMol25 entry of this formula, charge and spin) (kJ/mol) = 161.3